[1]
Here is 5 unconnected molecules or ions with the total composition C39H49N2O19P2 from OMol25. Energies are from ωB97M-V with the def2-TZVPD basis set.

## Properties
Net charge: +1
LUMO energy, Eh: -0.1450
Frontier orbital gap, eV: 6.55
Spin multiplicity: 1

Each line ends with the Mulliken charge.
Element x y z (Å)
C 0.612366 -2.612929 -1.346431  0.175
C 1.724314 -2.156266 -2.247083  0.470
O 2.156978 -2.775815 -3.205432  -0.593
O 2.238648 -0.914964 -1.874750  -0.289
C 1.622681 0.115859 -2.640381  -0.641
C 1.882011 1.453871 -1.991817  -0.590
C 1.173060 2.547151 -2.780030  -0.570
C 1.116106 3.836739 -1.968597  -0.247
C 0.660481 5.039136 -2.827346  -0.914
P -1.051365 5.533441 -2.530345  0.766
C -2.189150 4.167121 -2.836266  0.076
C -3.601444 4.630359 -3.280747  -0.573
C -4.572191 4.685766 -2.095631  -0.418
C -6.035289 4.377571 -2.427132  -0.865
C -6.247802 3.185544 -3.340512  -0.395
N -7.659702 2.810560 -3.420929  -0.655
N -1.383075 6.857839 -3.387876  -0.244
C -0.785201 7.164643 -4.492247  0.575
C 0.048609 8.402727 -4.551840  -1.326
C -0.920341 6.389150 -5.750008  -1.232
P -1.232745 6.030996 -0.381679  0.353
O -2.547474 6.625126 -0.099894  -0.602
H -0.056482 -1.777250 -1.179731  -0.111
H 1.065657 -2.874221 -0.394603  -0.028
H 0.088883 -3.437903 -1.799883  0.249
H 0.541099 -0.035141 -2.655439  0.364
H 2.013284 0.132684 -3.655344  0.451
H 2.946168 1.665822 -1.967264  0.322
H 1.512363 1.445869 -0.975172  0.132
H 1.703858 2.720565 -3.711659  0.517
H 0.146970 2.229417 -2.953237  0.092
H 0.427629 3.646940 -1.149421  -0.082
H 2.088446 4.086526 -1.561401  0.531
H 1.313322 5.898880 -2.726059  0.500
H 0.694165 4.749668 -3.877727  0.548
H -2.305593 3.528121 -1.966246  -0.545
H -1.755045 3.541658 -3.613232  0.661
H -3.906343 3.939250 -4.055387  0.450
H -3.543120 5.619767 -3.722472  0.331
H -4.547530 5.704361 -1.719421  0.385
H -4.244853 4.073120 -1.259566  0.083
H -6.549630 5.259885 -2.790601  0.280
H -6.522318 4.140987 -1.482525  0.337
H -5.937945 3.468161 -4.343843  0.337
H -5.578471 2.377438 -3.026382  0.252
H -7.859997 2.102106 -2.729486  0.241
H -7.811075 2.374697 -4.318076  0.260
H 0.831345 8.313869 -5.293697  0.374
H 0.488565 8.535091 -3.571189  0.377
H -0.591861 9.255402 -4.755434  0.368
H -1.517468 6.992185 -6.431889  0.408
H 0.055497 6.239240 -6.197944  0.418
H -1.434332 5.447334 -5.605324  0.237
H -0.998951 4.823700 0.306622  0.040
H -0.148295 6.889806 -0.105399  0.136
C -3.377999 -0.689436 1.232088  -1.024
C -3.095098 0.465736 0.620591  0.098
C -1.687836 0.849748 0.255706  1.143
O -1.527085 1.916506 -0.330186  -0.305
C -0.614425 -0.052158 0.604496  -0.793
C -0.893365 -1.212875 1.218394  -0.391
C -2.303563 -1.612972 1.562390  1.004
O -2.470733 -2.685621 2.099215  -0.639
O 0.037381 -2.084890 1.556205  -0.387
O -4.030473 1.351315 0.289756  -0.626
H -4.386441 -0.974886 1.495841  0.534
H 0.394847 0.234068 0.353182  0.472
H -0.425389 -2.841703 1.974204  0.326
H -3.566938 2.092397 -0.135061  0.253
C 3.501717 -5.685505 2.960275  -1.017
C 4.626808 -5.698347 3.688941  0.219
C 5.125478 -4.469233 4.394050  1.019
O 6.143223 -4.565404 5.048331  -0.631
C 4.367528 -3.237821 4.255536  -0.913
C 3.245106 -3.222952 3.526480  0.507
C 2.732061 -4.462659 2.837334  0.962
O 1.695045 -4.388981 2.201367  -0.531
O 2.518460 -2.121407 3.367076  -0.556
O 5.372992 -6.779015 3.843143  -0.585
H 3.133093 -6.563971 2.450461  0.452
H 4.744243 -2.357174 4.756278  0.493
H 1.757714 -2.351115 2.804731  0.267
H 6.116973 -6.520444 4.418472  0.342
C 5.579275 -4.667355 10.009445  -1.102
C 6.193726 -4.129354 11.071685  0.359
C 7.444069 -3.301697 10.933766  1.057
O 7.926297 -2.835541 11.947693  -0.617
C 8.001884 -3.108035 9.606817  -0.898
C 7.388973 -3.648057 8.544121  0.370
C 6.128694 -4.456137 8.682278  0.964
O 5.643607 -4.891354 7.656920  -0.483
O 7.831441 -3.512564 7.302388  -0.591
O 5.756622 -4.278803 12.312837  -0.567
H 4.681458 -5.262523 10.096646  0.428
H 8.906671 -2.523466 9.520997  0.440
H 7.199585 -3.986416 6.720280  0.376
H 6.381739 -3.789245 12.880256  0.364
C -4.325681 -6.277592 -2.677316  -0.874
C -3.880528 -5.252944 -1.939642  0.248
C -2.948093 -4.215517 -2.500994  0.981
O -2.603614 -3.302684 -1.767760  -0.443
C -2.504826 -4.353560 -3.873343  -1.070
C -2.945976 -5.381193 -4.614211  0.379
C -3.900532 -6.406846 -4.061499  1.000
O -4.265374 -7.294342 -4.804027  -0.601
O -2.584706 -5.571374 -5.869989  -0.567
O -4.224408 -5.073083 -0.670816  -0.575
H -4.997745 -7.027113 -2.284518  0.440
H -1.820628 -3.611828 -4.261054  0.461
H -3.045692 -6.379300 -6.167861  0.367
H -3.766979 -4.264940 -0.376992  0.286

Forces on atoms 1 to 2 (eV/Å):
C 0.7 0.3 -0.5
C 0.6 -1.2 -1.6

[2]
Here is a molecular structure, CBr4S from OMol25. Energies are from ωB97M-V with the def2-TZVPD basis set.

## Properties
LUMO energy (spin up / spin down), Eh: -0.0963 / -0.0965
Frontier orbital gap (spin up / spin down), eV: 6.23 / 6.24
Spin multiplicity: 1
ΔE to the lowest compared entry with this formula, charge and spin, eV: 2.1053

Each line ends with the Mulliken charge.
Element x y z (Å)
C 0.337790 -0.204883 -0.478852  -0.160
S -1.540373 1.149735 1.229366  -0.065
Br 0.703523 0.981866 -1.908658  0.071
Br 1.799339 -0.577233 0.728966  0.086
Br -0.664726 -1.775194 -1.055923  0.068
Br -0.585521 0.269847 2.954229  0.000

Forces on atoms 1 to 2 (eV/Å):
C -0.7 -0.1 0.9
S 1.6 -1.2 -0.9

[3]
Here is a molecular structure, C8H17N3O from OMol25. Energies are from ωB97M-V with the def2-TZVPD basis set.

## Properties
LUMO energy, Eh: 0.0304
Frontier orbital gap, eV: 10.01
Spin multiplicity: 1
ΔE to the lowest compared entry with this formula, charge and spin, eV: 1.8894

Each line ends with the Mulliken charge.
Element x y z (Å)
C 0.415711 1.708698 -1.251689  0.053
C -3.074944 0.766854 0.691336  -1.390
C 0.256952 -2.154143 -0.067004  -1.160
C -0.528994 -0.924140 -1.965551  -0.884
C 2.851794 -0.095103 0.115913  -1.111
C 1.720099 1.437969 1.601556  -1.027
C -1.702610 1.321160 0.343027  -0.061
C 0.447406 0.216508 -0.052467  0.808
N 0.562434 2.651714 -1.885414  -0.583
N 0.422678 -0.949065 -0.872357  -0.013
N 1.598212 0.294436 0.724249  0.051
O -0.693524 0.403015 0.737112  -0.432
H -3.836962 1.469846 0.372064  0.430
H -3.235486 -0.181991 0.186380  0.287
H -3.160257 0.606831 1.762272  0.323
H 0.505844 -3.015568 -0.684726  0.396
H 0.928774 -2.115423 0.786264  0.355
H -0.769364 -2.263590 0.300670  0.329
H -0.362982 -1.811341 -2.575525  0.371
H -1.574629 -0.924554 -1.628049  0.216
H -0.348339 -0.039989 -2.575427  0.358
H 3.544729 -0.367799 0.911443  0.347
H 2.688351 -0.949002 -0.533981  0.367
H 3.288605 0.720294 -0.472697  0.345
H 0.742990 1.680767 2.015562  0.276
H 2.396022 1.180746 2.419476  0.378
H 2.117921 2.312764 1.072771  0.332
H -1.534525 2.276617 0.861839  0.314
H -1.644193 1.509444 -0.735068  0.325

Forces on atoms 1 to 2 (eV/Å):
C 0.5 -2.6 1.8
C 0.5 0.0 0.1

[4]
Here is 2 unconnected molecules or ions with the total composition C3H6N2O3 from OMol25. Energies are from ωB97M-V with the def2-TZVPD basis set.

## Properties
LUMO energy, Eh: 0.0221
Frontier orbital gap, eV: 9.92
Spin multiplicity: 1
SMILES: [H]/N=C(/O)N(O)O.C#C
ΔE to the lowest compared entry with this formula, charge and spin, eV: 7.1025

Each line ends with the Mulliken charge.
Element x y z (Å)
H -1.063679 1.920172 0.127711  0.220
N -0.229130 1.363677 0.139379  -0.627
C -0.598049 0.126381 0.108300  0.525
O 0.252878 -0.867350 -0.018094  -0.395
N -1.927764 -0.351231 0.186606  0.173
O -2.856795 0.684474 0.017003  -0.529
O -2.345397 -1.568961 -0.229551  -0.331
H 1.145415 -0.562743 0.302670  0.231
H -2.936609 1.205272 0.823725  0.353
H -2.392932 -1.412032 -1.176190  0.344
C 3.594446 -0.630196 -0.048428  -0.576
C 2.878170 0.359840 -0.096683  -0.351
H 4.321549 -1.418845 -0.054487  0.369
H 2.157899 1.151541 -0.081963  0.593

Forces on atoms 1 to 2 (eV/Å):
H -0.2 0.6 0.0
N -0.4 -1.6 0.2

[5]
Here is a molecular structure, C32H56MgO21S5 from OMol25. Energies are from ωB97M-V with the def2-TZVPD basis set.

## Properties
LUMO energy, Eh: -0.0516
Frontier orbital gap, eV: 6.62
Spin multiplicity: 1
ΔE to the lowest compared entry with this formula, charge and spin, eV: 4.7158

Each line ends with the Mulliken charge.
Element x y z (Å)
Mg 2.648329 2.384738 -0.597466  0.848
C 0.504608 -0.685337 1.023537  -0.824
C 0.925594 0.454192 0.479503  0.278
C 0.031460 1.430246 -0.212768  0.391
O 0.445560 2.614757 -0.602392  -1.040
C -1.321887 1.214803 -0.420664  -0.426
C -1.894488 -0.058808 0.030543  -0.049
C -0.883189 -1.058714 0.849848  -0.336
O -1.214020 -2.213682 1.144383  -0.622
O -3.036414 -0.390048 -0.177148  -0.188
O 2.235687 0.667399 0.398566  -0.639
H 1.200608 -1.342119 1.524156  1.083
H -1.889870 1.983599 -0.923411  0.818
C -1.280551 -4.449814 4.000654  -1.330
C -0.049129 -4.410521 4.883821  0.634
C 0.031071 -3.121769 5.567001  -0.319
O 0.760815 -3.453538 6.777245  -0.386
C 0.700600 -4.805790 6.931664  0.655
O 1.017216 -5.308406 7.999693  -0.590
O 0.022622 -5.287273 5.968915  -0.377
H -1.237426 -5.486069 3.665362  0.362
H -1.187728 -3.795849 3.133588  0.300
H -2.256317 -4.257145 4.446571  0.393
H 0.812681 -4.592010 4.241592  0.150
H -0.887495 -2.673234 5.945359  0.335
H 0.664530 -2.487025 4.947381  0.198
C 5.579170 -0.284290 0.768976  -1.870
C 6.711443 -1.251233 0.436018  0.912
C 7.283818 -0.875399 -0.968971  -0.390
O 8.655919 -0.674408 -0.690908  -0.316
C 8.910913 -0.777433 0.533482  0.664
O 10.023134 -0.726822 1.071801  -0.623
O 7.814472 -0.971193 1.269194  -0.385
H 4.683698 -0.331235 0.149283  0.301
H 5.911907 0.752553 0.817611  0.505
H 5.089324 -0.507882 1.716686  0.430
H 6.345436 -2.255265 0.650618  0.121
H 6.785133 -0.032699 -1.447786  0.286
H 7.111507 -1.813036 -1.497401  0.271
C -3.294892 3.495105 -3.639785  -1.082
C -1.950358 2.904129 -4.048351  0.672
C -1.980959 1.415362 -4.481308  -0.008
O -1.321664 1.472909 -5.768060  -0.351
C -1.538168 2.665575 -6.276548  0.641
O -1.402136 2.947519 -7.447215  -0.627
O -1.856011 3.476607 -5.344063  -0.420
H -4.145802 3.238216 -4.270710  0.371
H -3.274557 4.569672 -3.458134  0.368
H -3.463958 3.197184 -2.605008  0.040
H -1.014449 3.221563 -3.588554  0.196
H -3.021532 1.123432 -4.623062  0.257
H -1.512574 0.733741 -3.771302  -0.034
C -1.373545 -2.829009 -2.378797  -0.893
C -2.647425 -3.406090 -3.048009  0.536
C -3.852941 -2.657458 -2.536651  0.675
O -4.630319 -2.492994 -3.661532  -0.350
C -3.830677 -2.581854 -4.803259  0.566
O -4.094413 -2.233681 -5.965655  -0.589
O -2.598926 -3.042811 -4.449581  -0.394
H -1.414319 -3.218312 -1.361498  0.249
H -1.336858 -1.757256 -2.573964  -0.145
H -0.511212 -3.278900 -2.870811  0.470
H -2.798433 -4.483413 -2.979761  0.347
H -3.700741 -1.793721 -1.889429  -0.273
H -4.427511 -3.298151 -1.867699  -0.148
C 2.985254 4.427293 -4.087515  -0.901
S 2.170029 4.897198 -2.551771  0.710
O 2.651801 4.188723 -1.306022  -0.005
C 2.934382 6.505818 -2.193719  -1.166
H 2.275361 3.799312 -4.625826  0.327
H 3.703995 3.701954 -3.706204  0.256
H 3.413673 5.245608 -4.666225  0.365
H 3.959257 6.349919 -1.856925  0.308
H 2.140195 6.838125 -1.525193  0.343
H 2.990226 7.142701 -3.076536  0.455
C 4.657565 -4.351162 0.091056  -1.199
S 3.542699 -2.958855 0.682778  0.647
O 3.412780 -2.006558 -0.480624  -0.567
C 1.988581 -3.960294 0.585428  -0.790
H 4.272024 -4.827424 -0.810403  0.394
H 4.814776 -5.172752 0.789907  0.448
H 5.667559 -4.095525 -0.229342  0.309
H 2.064283 -4.557465 -0.323287  0.433
H 1.153286 -3.261889 0.636533  -0.050
H 1.951792 -4.880361 1.168702  0.499
C -7.130688 2.220192 1.544589  -1.107
S -6.096788 1.548325 0.145866  0.711
O -6.656289 1.751927 -1.278275  -0.712
C -4.648659 2.699790 0.345533  -0.719
H -7.340347 3.278995 1.392661  0.384
H -6.579859 2.069022 2.472945  0.332
H -8.102591 1.758990 1.720085  0.360
H -4.267847 3.165138 -0.563609  0.134
H -3.844951 2.136329 0.819534  0.058
H -4.697935 3.440753 1.143435  0.521
C -4.832147 -2.800478 1.065276  -0.803
S -6.521443 -1.969971 0.854396  0.521
O -7.470391 -3.147338 0.802141  -0.655
C -6.648492 -1.190404 2.601479  -0.968
H -4.649040 -3.329186 2.000715  0.509
H -4.007007 -2.090796 1.005296  0.062
H -4.666088 -3.564988 0.306304  0.301
H -6.347530 -1.924893 3.348508  0.374
H -7.600747 -0.762503 2.914857  0.371
H -5.895939 -0.404313 2.663472  0.212
C 2.756022 5.638727 2.521324  -1.108
S 3.005548 3.758980 2.502019  0.484
O 3.263426 3.252932 1.096659  -0.548
C 4.638260 3.742552 3.400585  -0.955
H 1.851503 5.865586 1.956986  0.324
H 3.521687 6.291602 2.102278  0.364
H 2.629514 5.981356 3.548307  0.434
H 5.136557 4.711618 3.373617  0.313
H 5.235893 2.875961 3.117816  0.290
H 4.442488 3.460127 4.435002  0.406

Forces on atoms 1 to 2 (eV/Å):
Mg -2.2 -0.3 2.0
C -2.0 -0.1 0.6

[6]
Here is 3 unconnected molecules or ions with the total composition C3H8N2O from OMol25. Energies are from ωB97M-V with the def2-TZVPD basis set.

## Properties
LUMO energy (spin up / spin down), Eh: -0.0560 / -0.0155
Frontier orbital gap (spin up / spin down), eV: 6.55 / 8.53
Spin multiplicity: 1
ΔE to the lowest compared entry with this formula, charge and spin, eV: 7.6440

Each line ends with the Mulliken charge.
Element x y z (Å)
C 0.404361 -1.867197 -0.710523  -0.552
O 1.089777 -0.986371 0.121754  -0.577
H 0.165215 -0.104630 0.666222  0.392
H 0.594336 -1.678119 -1.779604  0.222
H -0.689124 -1.835606 -0.560149  0.212
H 0.715638 -2.900094 -0.491638  0.268
C -0.586651 0.812223 0.994632  -0.484
C -1.852905 0.874066 0.579600  -0.464
N 0.813273 1.149539 -0.618210  0.141
N 1.711900 1.786857 -0.252499  -0.295
H 2.664865 1.596925 -0.607563  0.294
H -0.239212 1.370517 1.863903  0.337
H -2.156503 0.413245 -0.355308  0.251
H -2.634972 1.368645 1.149383  0.254

Forces on atoms 1 to 2 (eV/Å):
C -0.1 0.0 -0.1
O -0.1 -0.4 0.2

| no. | electronic energy (Ha) |
| --- | --- |
| 1 | -3737.02632 |
| 2 | -10732.23603 |
| 3 | -554.45247 |
| 4 | -452.94001 |
| 5 | -5023.78681 |
| 6 | -303.61122 |